# 1
This record from the OMol25 dataset describes the molecule C9H20NO5P in a non-equilibrium geometry. The level of theory is wB97M-V/def2-TZVPD.

Properties
**F_max**: 5.5 eV Å⁻¹
**Lowest unoccupied orbital energy**: 0.33 eV
**Relative energy (zero: lowest compared OMol25 entry of this formula, charge and spin)**: 12.1 kcal per mole
**SMILES**: CCC(=O)OCCCO[C@H](COC)P(N)O
**Electronic energy**: -1127.18606 Ha
**Frontier orbital gap**: 8.74 eV
**HOMO level**: -8.41 eV

```
36
C9H20NO5P | the OMol25 dataset | wB97M-V/def2-TZVPD
C 1.0910 -1.8649 1.9649
C 1.0221 -2.7463 0.7016
C 2.2957 -2.6613 -0.1043
O 3.2080 -3.2796 0.2092
O 2.3329 -1.8864 -1.2301
C 2.9489 -0.5996 -1.0388
C 2.0745 0.5506 -1.5355
C 0.8727 0.6774 -0.6195
O -0.1547 1.4357 -1.2250
C -1.3540 1.3685 -0.4726
C -2.5244 1.1875 -1.4362
O -2.9286 -0.1511 -1.6176
C -3.4703 -0.7455 -0.4571
P -1.6632 2.9722 0.5253
N -1.5133 2.4795 2.1951
O -0.3043 3.8763 0.2291
H 2.0321 -2.0250 2.4794
H 0.9351 -0.8206 1.7407
H 0.2894 -2.2019 2.6144
H 0.7986 -3.7645 0.9804
H 0.1767 -2.3957 0.1067
H 3.8593 -0.5895 -1.6327
H 3.1792 -0.4289 0.0121
H 2.6451 1.4756 -1.5210
H 1.7075 0.3863 -2.5445
H 1.1778 1.1266 0.3323
H 0.5112 -0.3364 -0.4652
H -1.2999 0.5690 0.2725
H -3.3642 1.8455 -1.2047
H -2.1565 1.5238 -2.4016
H -2.8905 -1.6443 -0.2420
H -3.4168 -0.1128 0.4301
H -4.5083 -1.0495 -0.5864
H -0.6712 2.9021 2.5847
H -1.4023 1.4733 2.3100
H 0.4647 3.4541 0.6461
```

These are the Mulliken partial charges, in e, on atoms 1 to 6: -0.907 -0.248 0.377 -0.462 -0.359 -0.478

# 2
This record from the OMol25 dataset describes the ion C3H5N2O2 with charge +1 in a non-equilibrium geometry. The level of theory is wB97M-V/def2-TZVPD.

Properties
**F_max**: 4.7 eV Å⁻¹
**Lowest unoccupied orbital energy**: -4.97 eV
**Relative energy (zero: lowest compared OMol25 entry of this formula, charge and spin)**: 8.9 kcal per mole
**SMILES**: O=C1NC=[NH+][C@@H]1O
**Electronic energy**: -377.02194 Ha
**Frontier orbital gap**: 10.10 eV
**HOMO level**: -15.07 eV
**Net charge**: +1

```
12
C3H5N2O2 | the OMol25 dataset | wB97M-V/def2-TZVPD
C 0.4992 1.3012 -0.2050
C -1.3614 -0.0258 0.1149
C 0.1559 -0.9060 0.4663
N -0.8463 1.2809 -0.1846
N 1.1338 0.2389 0.2775
O -2.4820 -0.2826 0.2021
O 0.3826 -1.7947 -0.4781
H 0.9612 2.1513 -0.7533
H -0.0094 -1.1916 1.4541
H -1.3052 1.8801 -0.8077
H 2.0638 -0.0762 0.0912
H 0.8078 -2.5755 -0.1775
```

These are the Mulliken partial charges, in e, on atoms 1 to 6: -0.069 0.221 0.009 -0.045 -0.117 -0.326

# 3
This record from the OMol25 dataset describes a structure of composition C2H6NS4 in a non-equilibrium geometry. The level of theory is wB97M-V/def2-TZVPD.

Properties
**F_max**: 4.3 eV Å⁻¹
**Lowest unoccupied orbital energy**: -4.52 eV
**Relative energy (zero: lowest compared OMol25 entry of this formula, charge and spin)**: 0.0 kcal per mole
**Electronic energy**: -1726.99541 Ha
**Frontier orbital gap**: 7.81 eV
**HOMO level**: -12.33 eV
**Net charge**: +1

```
13
C2H6NS4 | the OMol25 dataset | wB97M-V/def2-TZVPD
C -0.6616 0.4389 0.1885
C 0.2080 -0.4126 -0.6371
N 1.5524 -0.6271 0.2057
S -1.5242 -0.6319 1.5705
S -2.1542 0.5017 -0.9124
S -2.8244 -1.2589 -0.0055
S 0.1819 1.9541 0.7654
H 0.5180 0.1327 -1.4839
H -0.3113 -1.3910 -0.8236
H 2.2776 -1.0126 -0.3745
H 1.2908 -1.0686 1.1723
H 1.7152 0.4582 0.4668
H -0.2683 2.9171 -0.1323
```

These are the Mulliken partial charges, in e, on atoms 1 to 6: -0.067 -0.493 -0.355 0.018 -0.007 -0.007

# 4
This record from the OMol25 dataset describes the ion C2H9N6O3S2 with charge +1 in a non-equilibrium geometry. The level of theory is wB97M-V/def2-TZVPD.

Properties
**F_max**: 6.3 eV Å⁻¹
**Lowest unoccupied orbital energy**: -3.24 eV
**Relative energy (zero: lowest compared OMol25 entry of this formula, charge and spin)**: 15.7 kcal per mole
**SMILES**: NC(=[NH2+])N(N=C(N)N)OS(=O)(=O)S
**Electronic energy**: -1431.90630 Ha
**Frontier orbital gap**: 9.06 eV
**HOMO level**: -12.30 eV
**Net charge**: +1

```
22
C2H9N6O3S2 | the OMol25 dataset | wB97M-V/def2-TZVPD
C -1.3574 1.5547 -0.0031
C -0.2278 -1.7785 0.3345
N -2.5665 1.9501 -0.5297
N -0.4374 2.4498 0.3617
N -1.2005 -2.3286 -0.4497
N -0.1915 -0.4591 0.4805
N 0.8057 -2.5751 0.8902
N -1.1814 0.2653 -0.1456
O 0.9397 0.0835 0.9644
O 2.3674 1.9713 0.3600
O 1.2530 0.6820 -1.3690
S 3.5618 -0.5526 -0.1287
S 1.9169 0.7188 -0.1168
H -2.5054 2.9001 -0.7495
H -3.0764 1.2844 -1.1561
H -0.7748 3.3798 0.2765
H 0.5096 2.3864 0.7308
H -2.0018 -1.8332 -0.6242
H -1.0707 -3.3804 -0.4692
H 1.3085 -2.3351 1.7797
H 0.6166 -3.5702 0.9715
H 3.3125 -0.8135 -1.4083
```

These are the Mulliken partial charges, in e, on atoms 1 to 6: 0.563 0.598 -0.434 -0.238 -0.373 0.644